Density functional theory data (ωB97M-V with the def2-TZVPD basis set) for C2H3N3O as an isolated structure in a non-equilibrium geometry.

Structure (XYZ):
```
9
Properties=species:S:1:pos:R:3:lowdin_charge:R:1
O 0.008 -1.075 -1.795 0.03
C -0.213 -0.331 -0.695 -0.51
N -0.035 0.989 -0.719 0.13
N -0.043 1.278 0.566 -0.10
N -0.167 0.278 1.415 0.06
C -0.271 -0.786 0.632 -0.08
H 0.950 -0.778 -1.302 0.20
H 0.110 2.220 0.881 0.15
H -0.338 -1.795 1.016 0.11
```

The value obtained for the HOMO-LUMO gap is 10.6 eV. As for the largest force on an atom: 4.55 eV/Å. As for the net charge: 0. For the molar mass, the calculation gives 85.1 g/mol. As for the LUMO energy: 0.8 eV. The energy above the lowest of the compared OMol25 structures with the same formula, charge and spin comes out at 69.36 kcal/mol.